1.
Molecular formula: C19H20N8O8S2W
Method: DFT, ωB97M-V/def2-TZVPD

## Properties
energy relative to the best compared isomer or geometry (same formula, charge and spin) = 188.2 kJ/mol
LUMO level (alpha / beta) = -0.59 / -1.38 eV
Kohn-Sham gap (alpha / beta) = 7.10 / 7.05 eV
expectation value of S² = 2.0211
2S+1 = 3

Geometry as XYZ:
```
58
Properties=species:S:1:pos:R:3:nbo_charge:R:1
W 0.7419 0.1358 1.2343 1.84
N 3.1197 0.3863 1.6539 -0.77
C 3.2901 0.4822 3.1153 -0.32
C 2.0838 1.2113 3.7497 0.66
O 2.2459 1.9476 4.7089 -0.63
N 0.9282 0.9075 3.1420 -0.69
C -0.2667 1.4949 3.7433 -0.35
C -1.2729 1.7843 2.6107 0.79
O -2.1684 2.5870 2.7121 -0.59
O -1.0436 1.0421 1.5607 -0.74
H 3.6856 -0.3824 1.2779 0.42
H 3.4500 1.2514 1.2146 0.39
H 4.2109 1.0057 3.4073 0.22
H 3.3058 -0.5262 3.5470 0.24
H -0.0214 2.4001 4.3117 0.24
H -0.7278 0.7703 4.4312 0.23
N -5.2032 0.8142 -4.3761 -0.79
C -3.9268 0.7465 -3.8888 0.20
C -3.6394 -0.0639 -2.7832 -0.26
C -2.3453 -0.1948 -2.3326 -0.15
C -1.3236 0.4839 -2.9733 -0.41
C -1.5792 1.2948 -4.0626 -0.08
C -2.8763 1.4280 -4.5163 -0.30
S 0.3082 0.1836 -2.3604 2.36
O 0.4696 -1.2588 -2.3052 -0.98
O 1.3189 0.8913 -3.0863 -0.92
N 0.3335 0.6666 -0.7658 -0.91
C 0.5239 1.9829 -0.5505 0.61
N 0.2164 2.9387 -1.3838 -0.46
C 0.4781 4.1922 -0.9908 0.15
C 1.0006 4.4762 0.2694 -0.34
C 1.2950 3.4247 1.1068 0.13
N 1.1198 2.1325 0.6996 -0.57
H -5.9452 0.4853 -3.7805 0.39
H -5.4317 1.5599 -5.0105 0.39
H -4.4448 -0.5852 -2.2888 0.21
H -2.1091 -0.8198 -1.4861 0.25
H -0.7562 1.8015 -4.5384 0.23
H -3.0926 2.0601 -5.3644 0.21
H 0.2475 4.9611 -1.7108 0.21
H 1.1647 5.4916 0.5854 0.24
H 1.6891 3.5716 2.1059 0.23
S -1.0616 -1.6009 0.8095 -0.04
C -0.0286 -3.0153 0.6626 0.06
N 0.3825 -3.3534 -0.6055 -0.51
C 0.8984 -4.5559 -0.8893 0.08
C 0.8803 -5.5656 0.0316 -0.27
C 0.3265 -5.3165 1.3072 -0.14
C -0.1406 -4.0760 1.6143 -0.22
H 0.4081 -2.5853 -1.3053 0.49
H 1.2886 -4.6849 -1.8884 0.22
H 1.2828 -6.5351 -0.2016 0.23
H 0.2600 -6.1149 2.0290 0.22
H -0.5676 -3.8352 2.5756 0.24
O 2.4657 -3.0132 1.3631 -0.45
N 1.6156 -2.1331 1.2578 0.55
O 1.2062 -1.5071 2.3337 -0.52
O 1.7331 -1.2676 0.2710 -0.55
```

---

2.
Molecular formula: C29H47N2O2P2W
Method: DFT, ωB97M-V/def2-TZVPD

## Properties
LUMO level (alpha / beta) = -2.70 / -3.30 eV
Kohn-Sham gap (alpha / beta) = 6.82 / 7.36 eV
expectation value of S² = 2.0227
net charge = +1
2S+1 = 3

Geometry as XYZ:
```
83
Properties=species:S:1:pos:R:3:mulliken_charge:R:1
C -0.7891 3.8112 -1.6463 -0.86
C -0.8349 2.4808 -1.2612 0.30
N -0.1305 2.0322 -0.1803 0.58
C 0.8441 2.8488 0.3022 0.59
C 0.9013 4.1946 -0.0277 -0.69
C 0.0426 4.6984 -0.9940 -0.89
C -1.6557 1.5039 -2.0280 -1.00
P -2.0977 0.1047 -0.9405 1.07
W -0.4377 -0.0616 0.7251 0.70
P 1.8984 0.4156 1.0156 0.72
C 1.7982 2.2530 1.2802 -1.61
C -0.1040 -2.2307 0.4732 0.63
C -1.1631 -3.0985 0.8069 -0.41
C -0.9264 -4.4638 1.0067 -0.84
C 0.2505 -5.0494 0.5385 -0.60
C 1.2328 -4.2269 -0.0302 -0.85
C 1.0899 -2.8311 -0.0145 -0.06
O -0.6934 0.4844 -4.4539 -0.72
O 0.4012 -1.5542 -3.1331 -0.75
H -1.4517 4.1095 -2.4606 0.55
H 1.6142 4.8204 0.4979 0.60
H 0.0355 5.7553 -1.2459 0.45
C -3.6684 0.7095 -0.2759 -1.46
C -2.5649 -1.2360 -2.0482 -1.35
H 2.8051 2.6698 1.1306 0.86
H 1.4944 2.4607 2.3206 0.00
H -1.1343 1.1154 -2.9571 0.10
H -2.6065 1.9497 -2.3653 0.78
C 2.5703 -0.1953 2.5848 -1.10
C 3.3370 0.2999 -0.1034 -1.49
H -2.1802 -2.7063 0.8962 0.61
H -1.6966 -5.0594 1.5122 0.42
H 0.4024 -6.1282 0.6041 0.40
H 2.1270 -4.6640 -0.4770 0.43
H 1.9124 -2.1924 -0.3597 0.25
H 0.4702 -1.2963 -2.1756 0.20
H 0.4247 -2.5224 -3.1594 0.30
H -0.1633 -0.3013 -4.1418 0.41
H -0.0961 1.0641 -4.9468 0.30
H -0.1729 -0.3935 -0.9536 -0.78
H -4.3218 0.9301 -1.1318 0.62
H -4.1291 -0.0489 0.3658 0.41
H -3.5381 1.6246 0.3125 0.14
H -3.4091 -0.8908 -2.6593 0.50
H -1.7192 -1.5023 -2.6953 0.34
H -2.8509 -2.1123 -1.4575 0.34
H 4.2144 0.7758 0.3656 0.47
H 3.5849 -0.7473 -0.3130 0.43
H 3.1407 0.7988 -1.0587 0.39
H 3.5235 0.2980 2.8216 0.49
H 1.8630 -0.0053 3.3988 0.08
H 2.7198 -1.2789 2.5051 0.40
C 0.8319 2.9535 6.0985 -1.75
C 0.0954 2.9472 4.7888 0.81
C -0.4282 4.1245 4.2266 -0.84
C -1.1850 4.1162 3.0434 0.97
C -1.6765 5.3912 2.4267 -1.84
C -1.4996 2.8843 2.4689 0.17
C -1.0072 1.6914 3.0273 0.45
C -0.1228 1.7406 4.1254 -1.23
N -1.4293 0.4084 2.4668 1.22
C -2.4456 -0.2092 3.3462 1.52
C -1.8312 -0.6506 4.6810 -1.67
C -3.5090 0.8361 3.7114 -1.61
C -3.1368 -1.4151 2.7425 -1.83
H 1.7103 3.6125 6.0606 0.40
H 0.1750 3.3194 6.9028 0.33
H 1.1772 1.9430 6.3653 0.41
H -0.2096 5.0757 4.7248 0.39
H -2.4153 5.8798 3.0797 0.43
H -0.8555 6.1045 2.2645 0.36
H -2.1427 5.1992 1.4526 0.33
H -2.1864 2.8278 1.6165 -0.05
H 0.3170 0.8084 4.4984 0.28
H -1.5815 0.2059 5.3156 0.41
H -2.5801 -1.2461 5.2258 0.49
H -0.9214 -1.2513 4.5639 0.19
H -3.9877 1.2713 2.8274 0.23
H -4.2649 0.3373 4.3321 0.54
H -3.1022 1.6574 4.3115 0.36
H -4.0439 -1.6326 3.3205 0.56
H -2.5109 -2.3092 2.8028 0.41
H -3.4553 -1.2576 1.7091 0.18
```

---

3.
Molecular formula: C2HNO3
Method: DFT, ωB97M-V/def2-TZVPD

## Properties
energy relative to the best compared isomer or geometry (same formula, charge and spin) = 502.2 kJ/mol
LUMO level (alpha / beta) = -1.73 / -1.45 eV
Kohn-Sham gap (alpha / beta) = 7.23 / 8.74 eV

Geometry as XYZ:
```
7
Properties=species:S:1:pos:R:3:nbo_charge:R:1
C -0.3569 0.2205 0.0341 0.25
C 0.4713 1.1998 -0.4012 0.78
N -0.1304 -1.1267 0.0111 -0.18
O -1.3353 0.9089 0.5800 -0.55
O 1.1102 2.0091 -0.8663 -0.33
O 1.0051 -1.8657 -0.2590 -0.35
H -0.7639 -1.3458 0.9014 0.38
```

---

4.
Molecular formula: C27H74B2ClNO15P
Method: DFT, ωB97M-V/def2-TZVPD

## Properties
LUMO level = 1.61 eV
Kohn-Sham gap = 5.08 eV
net charge = -1

Geometry as XYZ:
```
121
Properties=species:S:1:pos:R:3:mulliken_charge:R:1
C -2.7727 -4.0477 3.2473 -0.67
O -2.8261 -2.5914 3.0403 -0.23
C -3.4528 -2.2629 1.7308 -0.67
C -2.3127 -2.1908 0.5093 0.80
C -1.5306 -0.7629 0.4963 -0.25
C -0.3838 -0.5520 -0.6344 0.64
C 0.2101 -1.8790 -1.3594 -0.62
C -0.2308 -2.1565 -2.8949 0.49
B 1.2442 -2.2447 -3.6906 0.74
N 1.8557 -3.6105 -4.0899 -0.69
O 2.0808 -1.0637 -4.0168 -0.63
O -0.5843 -3.6152 -2.8811 -0.78
B -1.9434 -3.7284 -3.4819 1.63
P -2.3378 -5.5084 -4.1093 -0.22
O -2.3391 -6.4793 -2.6213 -0.48
O -4.0621 -5.4723 -4.5372 -0.51
O -1.9526 -2.5990 -4.4321 -0.95
C -1.4556 -1.4190 -3.6451 0.39
Cl -3.0013 -0.8859 -2.7979 -0.16
C -0.9516 -0.3234 -4.7897 -0.51
C -2.1316 0.6874 -5.3089 -0.43
C -2.0866 2.0474 -4.3801 0.16
O -3.3802 2.4182 -3.7770 -0.58
H -3.7293 -4.4963 3.7871 0.25
H -2.6274 -4.5528 2.1988 0.30
H -1.8017 -4.2729 3.8989 0.18
H -3.9134 -1.1719 1.8722 0.21
H -4.2690 -3.0625 1.4542 0.32
H -2.7972 -2.5255 -0.4997 -0.30
H -1.5189 -3.0326 0.8033 -0.08
H -2.3345 0.1062 0.3585 0.38
H -1.0273 -0.6059 1.5613 -0.39
H -0.7190 0.2001 -1.4975 -0.51
H 0.5264 0.0035 -0.0978 -0.15
H 1.3986 -1.7475 -1.3652 0.15
H 0.0464 -2.8983 -0.7614 0.01
H 2.7092 -3.6662 -3.4560 0.20
H 2.2789 -3.4379 -5.0450 0.22
H 2.3658 -0.6660 -3.1371 0.30
H -2.6208 -3.6797 -2.5058 -0.49
H -2.8906 -5.9727 -1.9279 0.26
H -4.4958 -5.2355 -3.6497 0.29
H -0.0689 0.3638 -4.4006 0.16
H -0.5302 -0.8805 -5.7512 0.27
H -1.8108 1.0324 -6.4059 0.26
H -3.1916 0.2053 -5.4213 0.32
H -1.6570 2.9896 -4.9726 -0.20
H -1.3430 1.8650 -3.4656 0.13
H -3.2206 2.6714 -2.8034 0.32
C 1.8391 5.0994 -6.1493 -1.15
C 1.1926 4.1117 -5.2003 -0.30
O 0.2197 3.3414 -5.8906 -0.39
H 1.0860 5.7650 -6.5836 0.28
H 2.5887 5.7044 -5.6314 0.38
H 2.3212 4.5775 -6.9823 0.34
H 0.6934 4.6379 -4.3814 0.28
H 1.9375 3.4341 -4.7717 0.30
H 0.6746 2.8714 -6.6104 0.22
C -0.0836 2.7439 4.0659 -1.32
C 0.2186 2.1318 2.7139 0.59
O -0.7446 2.5589 1.7619 -0.50
H -1.0847 2.4561 4.4035 0.32
H 0.6474 2.4209 4.8125 0.32
H -0.0691 3.8372 4.0082 0.36
H 0.1814 1.0399 2.7709 0.03
H 1.2129 2.4254 2.3635 -0.01
H -0.6978 3.5292 1.7125 0.28
C 4.8923 2.3107 2.5691 -0.92
C 4.2920 1.2034 1.7279 -0.20
O 3.0547 1.6296 1.1765 -0.43
H 4.2095 2.5934 3.3770 0.25
H 5.8447 1.9965 3.0053 0.29
H 5.0601 3.2085 1.9652 0.30
H 4.1056 0.3158 2.3396 0.14
H 4.9633 0.9239 0.9100 0.30
H 3.2325 2.4130 0.6282 0.22
C 2.0674 -4.2057 2.1770 -1.23
C 2.1424 -2.6973 2.2923 0.21
O 0.8375 -2.1407 2.2308 -0.23
H 1.5894 -4.4964 1.2358 0.30
H 3.0658 -4.6501 2.2182 0.39
H 1.4606 -4.6264 2.9855 0.26
H 2.7311 -2.2792 1.4705 0.31
H 2.6075 -2.3986 3.2368 -0.12
H 0.3253 -2.5118 2.9697 0.09
C -7.0797 -0.1946 4.0833 -0.95
C -5.8904 -0.0549 5.0108 -0.18
O -5.4144 -1.3391 5.3859 -0.54
H -7.8840 -0.7553 4.5707 0.26
H -7.4616 0.7868 3.7883 0.32
H -6.8044 -0.7514 3.1816 0.27
H -6.1750 0.4827 5.9201 0.30
H -5.0769 0.4935 4.5261 0.22
H -5.1563 -1.8053 4.5722 0.27
C 2.6610 -3.7319 6.7181 -1.03
C 3.0674 -2.3420 6.2738 -0.26
O 2.0885 -1.8083 5.3944 -0.37
H 2.5456 -4.3938 5.8535 0.23
H 3.4077 -4.1594 7.3932 0.36
H 1.6943 -3.7072 7.2316 0.32
H 4.0229 -2.3741 5.7420 0.28
H 3.1723 -1.6707 7.1316 0.29
H 1.2457 -1.7761 5.8788 0.23
C -3.6285 4.6430 -7.9392 -1.16
C -3.1752 3.1983 -7.9009 0.00
O -1.7580 3.1363 -7.8346 -0.48
H -3.1987 5.1584 -8.8043 0.26
H -4.7188 4.7083 -7.9950 0.37
H -3.2884 5.1796 -7.0474 0.32
H -3.4982 2.6715 -8.8036 0.35
H -3.5905 2.6796 -7.0314 0.14
H -1.4819 3.5995 -7.0252 0.29
C 7.1127 4.1235 6.7147 -1.08
C 7.4149 3.5114 5.3626 -0.19
O 6.4517 3.9385 4.4106 -0.44
H 6.1116 3.8357 7.0523 0.29
H 7.8437 3.8004 7.4612 0.33
H 7.1272 5.2168 6.6570 0.32
H 7.3778 2.4195 5.4196 0.28
H 8.4092 3.8050 5.0123 0.27
H 6.4986 4.9087 4.3612 0.25
```

---

5.
Molecular formula: C4H9NO
Method: DFT, ωB97M-V/def2-TZVPD

## Properties
energy relative to the best compared isomer or geometry (same formula, charge and spin) = 232.6 kJ/mol
LUMO level = 0.69 eV
Kohn-Sham gap = 8.45 eV
structure (SMILES) = C=CC(=C)N.O

Geometry as XYZ:
```
15
Properties=species:S:1:pos:R:3:nbo_charge:R:1
C -1.9761 -1.7467 0.3996 -0.37
C -1.5178 -0.6351 0.9387 -0.21
C -0.1422 -0.0867 0.6967 0.18
C 0.9643 -0.8076 0.9905 -0.57
N -0.1441 1.1368 0.0906 -0.82
H -3.0472 -1.8387 0.3028 0.20
H -1.3598 -2.5354 -0.0053 0.21
H -2.1269 0.1015 1.4610 0.20
H 0.8902 -1.7884 1.4356 0.21
H 1.8246 -0.5879 0.3531 0.18
H 0.6722 1.3921 -0.4500 0.41
H -0.9861 1.6345 -0.1065 0.39
O 2.1496 2.1587 -1.7793 -0.94
H 2.0652 2.1855 -2.7400 0.48
H 2.7342 1.4177 -1.5876 0.48
```

---

6.
Molecular formula: C10H17P
Method: DFT, ωB97M-V/def2-TZVPD

## Properties
energy relative to the best compared isomer or geometry (same formula, charge and spin) = 251.6 kJ/mol
LUMO level = 0.84 eV
Kohn-Sham gap = 8.28 eV
structure (SMILES) = CC1=C(C)C(C)(C)C(P)=C1C

Geometry as XYZ:
```
28
Properties=species:S:1:pos:R:3:nbo_charge:R:1
C 1.2502 -2.6032 -0.0055 -0.63
C 0.4868 -1.2812 0.0001 -0.02
C 1.0087 -0.0359 -0.1636 -0.01
C 2.4277 0.1785 -0.1881 -0.64
C 0.0546 1.1046 -0.1765 0.01
C -0.0661 1.9068 1.0724 -0.66
C 0.7808 2.4496 -1.2913 -0.56
C -1.4492 0.0821 -0.1205 -0.29
P -3.0875 0.7260 -0.3405 0.35
C -0.9691 -1.1964 -0.0872 -0.06
C -1.9315 -2.3256 0.0749 -0.64
H 0.7658 -3.0444 0.8046 0.21
H 2.2624 -2.5427 0.1848 0.21
H 1.0914 -3.1223 -0.8620 0.22
H 2.7988 -0.6669 0.4540 0.22
H 2.7565 1.0712 0.3276 0.21
H 2.8693 0.2706 -1.0896 0.22
H -0.6608 1.4870 1.9691 0.23
H -0.7977 2.6824 0.8269 0.21
H 0.9366 2.3596 1.3876 0.21
H -0.1501 3.0073 -1.5095 0.21
H 1.2794 2.0569 -2.1308 0.21
H 1.3414 2.9337 -0.5304 0.20
H -2.7102 1.9736 0.1902 -0.03
H -3.6705 0.3235 0.8461 -0.04
H -2.3104 -2.6556 -0.8847 0.22
H -2.7930 -1.9881 0.6087 0.22
H -1.5145 -3.1512 0.6332 0.22
```

---

7.
Molecular formula: C4H11N2
Method: DFT, ωB97M-V/def2-TZVPD

## Properties
energy relative to the best compared isomer or geometry (same formula, charge and spin) = 270.3 kJ/mol
LUMO level = -3.13 eV
Kohn-Sham gap = 9.96 eV
net charge = +1

Geometry as XYZ:
```
17
Properties=species:S:1:pos:R:3:nbo_charge:R:1
C -0.5182 -1.6387 0.1663 -0.33
C -0.8894 0.2155 0.3943 0.06
C 0.5205 0.3002 -0.3349 -0.06
C 1.4316 1.3532 0.1791 -0.67
N -2.0349 0.6723 -0.1860 -0.80
N 0.8859 -1.1932 -0.1796 -0.53
H -0.5428 -2.4378 0.9429 0.23
H -0.9646 -2.0296 -0.7423 0.21
H -0.7274 0.3746 1.4452 0.22
H 0.3481 0.5224 -1.4467 0.23
H 2.4157 1.4437 -0.3112 0.26
H 1.2407 1.3693 1.3253 0.23
H 1.0132 2.3194 -0.0730 0.27
H -2.7853 0.9634 0.3389 0.41
H -2.2036 0.7498 -1.1724 0.40
H 1.4957 -1.3933 0.6290 0.43
H 1.3147 -1.5914 -0.9748 0.43
```

---

8.
Molecular formula: C4H6O2S
Method: DFT, ωB97M-V/def2-TZVPD

## Properties
energy relative to the best compared isomer or geometry (same formula, charge and spin) = 106.8 kJ/mol
LUMO level = 0.43 eV
Kohn-Sham gap = 9.86 eV
structure (SMILES) = O=C1[C@H](S)C[C@@H]1O

Geometry as XYZ:
```
13
Properties=species:S:1:pos:R:3:nbo_charge:R:1
O -0.4377 1.8416 0.0274 -0.52
C -0.3999 0.6671 0.2996 0.58
C 0.6729 -0.4297 0.4210 -0.47
S 2.3276 -0.0710 -0.1555 0.01
C -0.3931 -1.3429 -0.2030 -0.42
C -1.5012 -0.3640 0.3093 0.00
O -2.7154 -0.1491 -0.3269 -0.68
H 0.7368 -0.7481 1.4989 0.25
H 1.9925 1.0432 -0.8520 0.14
H -0.3134 -1.3983 -1.2717 0.22
H -0.4481 -2.3621 0.1905 0.22
H -1.6458 -0.6224 1.3734 0.19
H -2.6119 0.4999 -1.0166 0.48
```

---

| no. | energy (eV) |
| --- | --- |
| 1 | -71822.58020 |
| 2 | -58308.39979 |
| 3 | -9717.22411 |
| 4 | -84561.79443 |
| 5 | -7829.90877 |
| 6 | -19930.19483 |
| 7 | -7298.14637 |
| 8 | -19174.19975 |